ORCA calculation (ωB97M-V/def2-TZVPD) on a structure of composition C21H38N3O7Pt at a distorted geometry.

LUMO   -0.460 hartree
DFT total energy   -44412.4020 eV
Energy relative to the best compared isomer or geometry (same formula, charge and spin)   90.72 kJ/mol
Total charge   +3
Gap between HOMO and LUMO   3.9 eV

Last column: natural (NBO) charge in e.
Positions of all 70 atoms, in Å:
1 H 5.9558 -2.8795 3.5752  0.250
2 H -0.3098 4.0220 -1.1816  0.212
3 O 0.4425 2.4097 0.4281  -0.514
4 H -4.2955 -0.0576 0.7064  0.230
5 C -1.4839 -2.1200 -1.1557  -0.096
6 H -2.5384 4.8505 1.0976  0.246
7 C 2.8316 0.0305 -2.9534  -0.221
8 H -2.6312 -1.4084 1.1403  0.202
9 C -2.4873 -1.2347 -1.8245  -0.104
10 H 1.5651 -2.6057 1.9431  0.170
11 O -1.7051 -0.0978 -2.2168  -0.581
12 H -2.9941 0.4120 -3.7589  0.235
13 C -1.5841 -1.6923 1.2092  -0.262
14 H -0.5919 4.2518 -2.9105  0.228
15 C 1.6389 0.4548 -2.4022  0.048
16 H 0.9719 1.1003 -2.9364  0.245
17 C 5.1726 -2.4910 2.9246  -0.623
18 H 1.2652 2.1992 2.3403  0.248
19 C 0.7366 1.7728 1.4871  0.670
20 H 4.6886 -0.9968 -2.5566  0.273
21 H 6.0741 -3.3255 1.1174  0.242
22 H -2.9078 -1.7124 -2.7111  0.245
23 C -2.4829 0.8884 -2.9210  -0.097
24 N 4.0833 -2.8156 0.7190  -0.414
25 C 3.3421 -1.0731 -0.8929  -0.117
26 C -4.5024 3.4309 2.2944  -0.423
27 H -4.6014 2.8995 3.2392  0.239
28 Pt -0.4363 0.7519 -0.3192  1.801
29 N 1.3061 0.1395 -1.1390  -0.424
30 O -2.2796 1.2358 0.3931  -0.793
31 H -5.3889 3.3051 1.6797  0.238
32 H -1.4814 -2.7669 1.3477  0.240
33 H -1.3382 3.5459 1.0735  0.203
34 H -1.9800 3.8883 -1.8390  0.191
35 N -3.2909 2.9693 1.5735  -0.329
36 H 5.4163 -1.4510 2.7038  0.224
37 H 1.8192 -0.9056 0.5986  0.241
38 H -1.9173 2.7355 -3.8919  0.238
39 H -5.3071 1.3850 0.5496  0.273
40 H -0.7891 1.4009 -4.1205  0.216
41 O -0.8937 -1.3831 -0.0394  -0.512
42 H -1.0773 -1.1768 2.0167  0.227
43 H 3.2182 -4.6493 0.3349  0.233
44 H 3.0720 0.3255 -3.9652  0.273
45 C -4.4933 0.9261 1.1147  -0.702
46 C -2.2011 3.9387 1.5885  -0.426
47 C 3.7127 -0.7092 -2.1853  0.016
48 H -4.3715 4.4896 2.4958  0.248
49 H 4.8538 -4.3445 1.8565  0.210
50 C -3.2599 1.7795 1.0319  0.725
51 O 0.3360 0.5486 1.4283  -0.488
52 C -1.4647 1.8726 -3.4068  -0.099
53 H -1.9504 4.1712 2.6238  0.242
54 C 5.1247 -3.3078 1.6491  -0.219
55 H -3.2940 -0.9110 -1.1604  0.200
56 H 4.2345 -2.5298 3.4769  0.198
57 H 1.0988 -4.2774 1.5558  0.225
58 O 5.4398 -1.1157 0.0203  -0.560
59 H -1.9261 -3.0368 -0.7698  0.245
60 C 1.9433 -3.6097 1.7266  -0.619
61 O -0.6870 2.2998 -2.2625  -0.596
62 C 2.1301 -0.6406 -0.4036  0.020
63 H -0.6601 -2.3635 -1.8239  0.235
64 H 2.3840 -3.3079 -0.3795  0.187
65 C -0.9202 3.7145 -2.0218  -0.258
66 H 2.4467 -3.9529 2.6299  0.244
67 H -3.2167 1.3213 -2.2361  0.196
68 H -4.8383 0.8275 2.1442  0.274
69 C 4.3852 -1.7162 0.0141  0.644
70 C 2.8889 -3.6282 0.5361  -0.212

=====

ORCA calculation (ωB97M-V/def2-TZVPD) on a structure of composition C21H38NO8Zn at a distorted geometry.

LUMO (spin up / spin down)   -0.019 / -0.075 hartree
DFT total energy   -88676.3534 eV
Total charge   0
Spin multiplicity   2
Gap between HOMO and LUMO (spin up / spin down)   5.7 / 4.2 eV

Last column: natural (NBO) charge in e.
Positions of all 69 atoms, in Å:
1 H -2.2935 -3.6035 2.0279  0.197
2 O -0.5632 2.2022 -1.1033  -0.779
3 C 1.6467 -0.0396 3.0536  -0.628
4 O -3.1945 0.5297 -1.7031  -0.892
5 C 0.0873 4.4519 -0.7389  -0.660
6 H 3.5268 -2.7313 -1.2414  0.228
7 H -5.6487 0.6182 -2.1879  0.214
8 H -4.2621 0.6179 2.6934  0.208
9 Zn -1.1061 0.2434 -0.7475  1.730
10 H 1.9938 -3.3375 0.3913  0.228
11 H -0.9651 -3.6504 0.4492  0.173
12 C -5.3728 0.6606 -1.1446  -0.445
13 H 5.0954 -0.3967 -0.0050  0.218
14 H 0.1271 4.3034 0.3402  0.227
15 C -0.1844 -0.0353 -4.8862  -0.650
16 H 3.4754 -1.0345 -1.9028  0.219
17 H 2.0632 2.4343 2.8928  0.224
18 C -5.9560 0.4336 1.3825  0.411
19 O -7.5952 0.5535 -0.2680  -0.547
20 C -0.9664 3.5305 -1.3450  -0.057
21 H 2.0763 -1.8465 -1.6889  0.208
22 C 3.8385 0.7389 2.2343  -0.400
23 C 2.3717 0.6491 1.8698  0.094
24 C -1.3402 -2.6338 0.5669  -0.079
25 H 4.3075 -1.4073 2.6282  0.194
26 C 4.6319 -0.6193 1.9486  -0.408
27 H 0.3897 2.2047 -1.2197  0.478
28 C 4.5173 -1.1147 0.5767  -0.410
29 C -4.5753 0.5562 1.6616  -0.475
30 H -0.9568 3.5975 -2.4329  0.171
31 H -3.4789 -3.1923 0.7526  0.227
32 H 5.6591 -0.4146 2.2504  0.220
33 O -0.3339 -0.1379 -2.6254  -0.783
34 H 3.2461 -3.1650 1.5985  0.231
35 H 5.1072 -1.9987 0.3342  0.225
36 H -0.7794 -0.2005 -5.7844  0.232
37 O -6.8508 0.3587 2.2865  -0.577
38 H 0.5931 -0.2293 -2.8575  0.486
39 H -1.9492 3.6954 -0.9036  0.220
40 H 1.8525 0.5391 3.9541  0.222
41 H -0.1886 1.0232 -4.6262  0.223
42 H 0.5598 -0.0424 2.9713  0.246
43 C -0.8752 -0.8142 -3.7485  -0.081
44 H 3.9171 0.8838 3.3118  0.223
45 H 4.3801 1.5634 1.7706  0.212
46 H 1.8381 -2.4531 1.8968  0.237
47 H -1.9611 -0.7336 -3.6974  0.240
48 C 3.0005 -1.3694 0.2845  0.088
49 C -6.3998 0.5852 -0.0929  0.440
50 H 1.0204 4.4335 -1.3019  0.203
51 H -0.5503 -1.8546 -3.7486  0.162
52 O 0.9564 -0.0791 0.1337  -0.520
53 C -4.0930 0.6055 -0.7522  0.299
54 C -2.6092 -2.8458 1.3108  -0.633
55 H -0.2507 5.4879 -0.7640  0.232
56 H -2.9085 -1.9250 1.8117  0.242
57 C 1.8837 2.1409 1.8585  -0.605
58 H 0.8144 2.1951 1.6544  0.238
59 H 2.4007 2.7558 1.1218  0.211
60 O -2.3535 0.7707 0.9359  -0.919
61 H -1.7270 -2.3312 -1.3135  0.499
62 H -0.5278 -2.1898 1.1423  0.181
63 C 3.0478 -1.7529 -1.2035  -0.606
64 C 2.4902 -2.6145 1.0385  -0.652
65 C -3.6464 0.6351 0.6496  0.446
66 H 2.0517 -1.0285 3.2682  0.208
67 H 0.8567 -0.3051 -5.0630  0.202
68 N 2.2761 -0.0862 0.5734  0.066
69 O -1.6365 -1.7852 -0.5290  -0.780

=====

ORCA calculation (ωB97M-V/def2-TZVPD) on a structure of composition C21H39AlI2N4O2PS3.

LUMO   -0.295 hartree
DFT total energy   -97040.5273 eV
Energy relative to the best compared isomer or geometry (same formula, charge and spin)   0.00 kJ/mol
Total charge   +3
Gap between HOMO and LUMO   7.5 eV

Last column: Löwdin charge in e.
Positions of all 73 atoms, in Å:
1 H -0.6462 4.3681 -2.6261  0.168
2 S -2.2263 -1.5193 -0.2553  0.795
3 I -4.6197 0.0162 -3.0748  0.095
4 H 1.2580 2.5824 -0.1343  0.033
5 N -2.1334 -2.5722 -2.7224  0.164
6 H 4.3782 -1.4395 4.1395  0.125
7 H -4.5235 1.4384 4.4177  0.183
8 H -4.1202 5.3629 -0.5150  0.093
9 H -1.4136 -6.0559 -1.2159  0.107
10 H -4.5015 4.7267 -2.1243  0.094
11 O -1.7167 0.8714 1.2186  -0.117
12 H 1.0207 1.1284 4.8207  0.118
13 H 3.8431 -1.5430 1.7634  0.097
14 N -4.2545 0.6702 3.8050  0.219
15 H 4.3832 0.9322 0.9537  0.086
16 H -5.0440 0.0302 3.7392  0.183
17 H 3.2699 1.9634 -2.4763  0.106
18 O -1.8419 0.0007 3.2784  0.121
19 C -1.6787 -5.2065 -1.8353  -0.011
20 C -2.3182 0.6015 2.3394  -0.550
21 C -3.7344 4.7991 -1.3591  -0.338
22 H -2.1023 -3.3225 -3.3976  0.130
23 C 2.7316 -0.1491 4.6302  -0.033
24 C -2.4232 5.3822 -1.9004  -0.145
25 H -2.4729 -1.6721 -3.0321  -0.015
26 C 2.7525 1.0772 -2.1015  -0.075
27 C 2.0895 -0.2852 1.9202  -0.347
28 C 1.3104 0.4694 2.7991  -0.103
29 H -1.6689 -4.1246 0.0128  0.138
30 H -4.3664 0.7304 1.6659  0.145
31 H -0.9101 -5.0879 -2.6010  0.098
32 C 3.2059 -0.9656 2.4170  -0.082
33 H -1.9563 6.0707 -1.1996  0.137
34 H -3.4432 0.1705 4.2218  0.155
35 C 3.5161 -0.9020 3.7655  -0.033
36 H 2.8556 3.2417 -0.4884  0.105
37 H 0.1870 -1.4030 -1.9250  0.014
38 H 0.4615 1.0222 2.4304  0.073
39 H -2.5886 5.9065 -2.8381  0.141
40 N -1.5190 4.2442 -2.1274  -0.012
41 C 1.2871 -2.9222 0.3507  -0.081
42 C -1.9916 -2.8031 -1.4303  -0.748
43 C 2.8188 1.0857 -0.5697  -0.653
44 H 3.8442 -1.7011 -1.6529  0.077
45 H 3.9778 -2.3585 -0.0113  0.075
46 H 1.2182 -3.8972 -0.1398  0.097
47 C 1.6290 0.5385 4.1463  -0.047
48 C -1.8294 3.0916 -1.6051  -0.974
49 H 0.9655 -2.9431 -2.2802  0.096
50 H 3.3460 -3.3506 -1.3090  0.109
51 S -0.8101 1.7322 -1.8610  0.773
52 C 1.9150 -1.9148 -0.6290  -0.648
53 S -3.3492 3.0953 -0.8071  0.966
54 C 4.2695 0.8728 -0.1269  -0.056
55 H 2.5449 2.4947 1.0791  0.090
56 H 0.2886 -2.6281 0.6828  0.045
57 H 4.6877 -0.0675 -0.4782  0.076
58 C 3.3626 -2.3326 -0.9075  -0.056
59 H 4.8678 1.6770 -0.5626  0.111
60 Al -0.7207 0.2325 -0.0818  -0.083
61 H 3.2674 0.2092 -2.5166  0.078
62 I -6.2643 -0.4035 -5.1397  0.175
63 H 1.9034 -3.0399 1.2417  0.087
64 N -1.7513 -4.0136 -0.9853  -0.003
65 C 2.3289 2.4255 0.0122  -0.082
66 H 2.9870 -0.0942 5.6814  0.124
67 H -2.6425 -5.4076 -2.3063  0.110
68 C 1.1551 -1.9119 -1.9706  -0.086
69 P 1.6978 -0.2289 0.1568  1.129
70 H -3.7617 2.2114 2.4165  0.139
71 H 1.7315 -1.4337 -2.7608  0.087
72 C -3.7502 1.1267 2.4695  -0.020
73 H 1.7377 1.1005 -2.4940  0.030